## one
An isolated molecule of C2H8N4, computed with the ωB97M-V functional and the def2-TZVPD basis.

LUMO, Ha: 0.0411

The geometry in XYZ format:
```
14
Properties=species:S:1:pos:R:3:mulliken_charge:R:1
C -1.06 1.63 -0.28 -1.08
C -0.33 0.38 -0.29 0.61
H -0.71 2.24 -1.04 0.26
H -1.04 2.09 0.68 0.36
H -2.05 1.29 -0.49 0.35
H 1.06 1.36 0.77 0.26
H 1.84 -1.19 0.85 0.28
H 0.59 -1.08 1.71 0.29
H -0.47 -2.56 -1.28 0.28
H 0.78 -1.53 -1.11 0.23
N 0.89 0.43 0.50 -0.17
N 1.36 -0.53 1.43 -0.67
N -0.83 -0.69 -0.81 -0.44
N -0.02 -1.85 -0.65 -0.57
```

## two
A 2-piece molecular cluster, C2H8N4 overall, computed with the ωB97M-V functional and the def2-TZVPD basis.

LUMO, Ha: 0.0224

The geometry in XYZ format:
```
14
Properties=species:S:1:pos:R:3:mulliken_charge:R:1
N -1.06 -1.75 2.81 -0.48
C -1.33 -0.98 1.64 0.04
N -1.10 -1.08 0.36 -0.56
H -0.18 -2.23 2.90 0.24
H -1.21 -1.12 3.58 0.27
H -1.86 -0.03 1.89 0.26
H -0.48 -1.92 0.21 0.18
N 0.46 1.20 -1.23 -0.52
C 0.95 1.21 -2.50 0.13
N 2.04 1.83 -2.88 -0.60
H -0.13 0.40 -0.99 0.31
H 1.11 1.43 -0.45 0.22
H 0.55 0.36 -3.04 0.29
H 2.23 2.70 -2.29 0.21
```

Of them, two has the highest stability.